No. 1
ClH2OZr as an isolated structure in a non-equilibrium geometry, computed with wB97M-V/def2-TZVPD.

```
5
ClH2OZr | the Open Molecules 2025 dataset | wB97M-V/def2-TZVPD
Zr 1.98 1.56 -2.73
Cl 1.75 0.30 -0.40
O -1.55 -0.56 0.82
H -1.51 -1.04 1.65
H -0.66 -0.25 0.67
```

The value obtained for the energy above the lowest of the compared OMol25 structures with the same formula, charge and spin is 3.18 kcal per mole. As for the expectation value of S²: 0.761. The calculation puts the LUMO energy (alpha / beta) at -25.70 / -25.69 eV. Its total charge is +4. The value obtained for the HOMO energy (alpha / beta) is -32.6 / -32.5 eV. The spin multiplicity is 2.



No. 2
One molecule with the formula C6H15NO in a non-equilibrium geometry, computed with wB97M-V/def2-TZVPD.

```
23
C6H15NO | the Open Molecules 2025 dataset | wB97M-V/def2-TZVPD
C -1.76 -0.46 -1.05
O -2.39 -1.70 -1.31
C -1.51 -0.28 0.44
C -0.64 0.98 0.72
C 0.42 1.53 -0.24
C 1.57 0.58 -0.61
N 2.50 0.22 0.48
C 2.01 -0.77 1.44
H -0.81 -0.51 -1.61
H -2.19 0.39 -1.59
H -3.28 -1.74 -0.98
H -1.08 -1.21 0.82
H -2.46 -0.07 0.95
H -1.43 1.75 0.72
H -0.23 0.95 1.74
H 0.82 2.44 0.20
H -0.10 1.78 -1.18
H 1.22 -0.38 -1.00
H 2.18 1.11 -1.35
H 2.69 1.07 0.99
H 1.55 -0.27 2.30
H 1.27 -1.45 1.01
H 2.83 -1.37 1.85
```

The value obtained for the energy above the lowest of the compared OMol25 structures with the same formula, charge and spin is 43.83 kcal per mole. The SMILES is CNCCCCCO. The calculation puts the LUMO energy at 0.93 eV. Its total charge is 0. The value obtained for the HOMO energy is -8.6 eV. The spin multiplicity is 1.



No. 3
C5H28AgO10 as an isolated structure in a non-equilibrium geometry, computed with wB97M-V/def2-TZVPD.

```
44
C5H28AgO10 | the Open Molecules 2025 dataset | wB97M-V/def2-TZVPD
Ag -28.59 1.34 15.27
C -31.29 1.36 13.43
C -30.44 0.21 13.70
C -30.53 -0.85 12.61
O -29.14 0.66 13.88
H -31.49 1.92 14.35
H -32.26 1.00 13.21
H -30.98 2.00 12.60
H -30.81 -0.28 14.64
H -29.84 -1.63 12.84
H -30.22 -0.46 11.65
H -31.50 -1.33 12.37
C -28.67 3.93 17.71
C -29.70 3.37 16.66
O -29.10 2.88 15.45
H -29.00 4.74 18.30
H -27.79 4.23 17.23
H -28.41 3.19 18.42
H -30.31 4.16 16.22
H -30.28 2.57 17.06
O -29.74 4.45 13.38
H -29.79 3.83 14.07
H -29.23 4.00 12.75
O -29.22 0.32 16.62
H -29.57 -0.58 16.49
H -28.73 0.24 17.46
O -25.72 2.66 17.68
H -24.95 3.14 18.03
H -26.34 2.84 18.36
O -27.89 5.79 15.21
H -28.61 5.18 15.36
H -28.04 6.52 15.89
O -27.18 0.44 18.75
H -26.98 -0.30 19.27
H -26.93 1.08 19.39
O -26.16 5.59 18.66
H -25.64 5.56 19.45
H -26.96 6.02 18.95
O -25.70 4.10 15.40
H -25.97 3.48 16.02
H -26.40 4.80 15.47
O -26.89 1.03 15.44
H -26.37 1.54 14.84
H -26.46 0.82 16.27
```

As for the expectation value of S²: 0.753. The calculation puts the LUMO energy (alpha / beta) at -0.54 / -0.54 eV. Its total charge is 0. The value obtained for the HOMO energy (alpha / beta) is -6.3 / -6.1 eV. The spin multiplicity is 2.



No. 4
One molecule with the formula C19H24N4O2, computed with wB97M-V/def2-TZVPD.

```
49
C19H24N4O2 | the Open Molecules 2025 dataset | wB97M-V/def2-TZVPD
C 1.80 5.85 0.72
C 2.04 4.37 1.01
C 0.74 3.60 1.16
H 0.15 3.70 0.25
H 0.16 4.02 1.99
C 0.99 2.12 1.42
N -0.26 1.39 1.50
C -0.36 0.21 2.14
O 0.55 -0.28 2.79
C -1.68 -0.52 1.92
H -2.47 0.17 1.62
H -1.97 -1.03 2.84
C -1.45 -1.56 0.80
N -2.68 -2.19 0.39
C -2.99 -3.50 0.52
N -4.17 -3.78 0.06
C -4.67 -2.59 -0.39
C -3.77 -1.60 -0.19
H -3.79 -0.55 -0.44
H -5.65 -2.54 -0.82
H -2.31 -4.22 0.95
H -0.79 -2.35 1.18
C -0.80 -0.78 -0.36
O -1.46 0.05 -0.96
N 0.51 -0.99 -0.58
C 1.31 -0.19 -1.42
C 0.94 0.91 -2.18
C 1.93 1.57 -2.89
C 3.25 1.15 -2.84
C 3.61 0.05 -2.08
C 2.63 -0.62 -1.38
C 2.76 -1.82 -0.49
H 3.05 -2.70 -1.08
H 3.51 -1.67 0.28
C 1.35 -1.97 0.10
H 0.96 -2.98 -0.06
H 1.37 -1.76 1.18
H 4.64 -0.29 -2.05
H 4.01 1.69 -3.40
H 1.67 2.43 -3.48
H -0.08 1.23 -2.22
H -0.98 1.66 0.85
H 1.61 1.71 0.62
H 1.51 1.97 2.37
H 2.64 4.27 1.92
H 2.62 3.93 0.19
H 1.24 6.30 1.54
H 2.74 6.38 0.61
H 1.22 5.97 -0.19
```

The value obtained for the energy above the lowest of the compared OMol25 structures with the same formula, charge and spin is 0.99 kcal per mole. The SMILES is CCCCNC(=O)C[C@H](C(=O)N1CCc2ccccc21)n1ccnc1. The calculation puts the LUMO energy at 0.66 eV. Its total charge is 0. The value obtained for the HOMO energy is -8.6 eV. The spin multiplicity is 1.



No. 5
C5H5NO as an isolated structure in a non-equilibrium geometry, computed with wB97M-V/def2-TZVPD.

```
12
C5H5NO | the Open Molecules 2025 dataset | wB97M-V/def2-TZVPD
N 2.80 1.25 0.26
C 1.95 0.46 0.27
C 0.87 -0.53 0.25
O -0.06 -0.36 1.34
C -1.09 -0.35 0.41
C -0.97 0.92 -0.72
C -0.26 -0.38 -0.80
H 1.28 -1.54 0.29
H -1.99 -0.94 0.56
H -1.83 0.83 0.07
H -0.34 1.71 -0.31
H -0.35 -1.08 -1.63
```

The value obtained for the energy above the lowest of the compared OMol25 structures with the same formula, charge and spin is 120.68 kcal per mole. The calculation puts the LUMO energy at 0.71 eV. Its total charge is 0. The value obtained for the HOMO energy is -9.1 eV. The spin multiplicity is 1.



No. 6
One molecule with the formula C3H4F2IN in a non-equilibrium geometry, computed with wB97M-V/def2-TZVPD.

```
11
C3H4F2IN | the Open Molecules 2025 dataset | wB97M-V/def2-TZVPD
C -0.26 0.00 -0.51
C 1.12 -0.05 -0.96
C -0.44 -0.16 1.34
N -1.26 0.33 -1.20
F 0.35 -1.14 1.69
F -1.71 -0.56 1.54
I -0.05 1.64 2.40
H 1.85 0.72 -0.52
H 1.68 -1.07 -0.89
H 0.92 0.22 -2.06
H -2.20 0.08 -0.81
```

The value obtained for the energy above the lowest of the compared OMol25 structures with the same formula, charge and spin is 32.70 kcal per mole. The SMILES is [H]/N=C(/C)C(F)(F)I. The calculation puts the LUMO energy at 0.06 eV. Its total charge is 0. The value obtained for the HOMO energy is -9.5 eV. The spin multiplicity is 1.



Question: spin multiplicity of number 2 (C6H15NO)?
Answer: 1